Version P
Formula: C3H5N3
Source: OMol25
Level of theory: the ωB97M-V functional and the def2-TZVPD basis

Orbital gap (spin up / spin down) (eV): 7.19 / 7.19
Total charge: 0
Lowest unoccupied orbital energy (spin up / spin down) (eV): -1.38 / -1.38
HOMO (spin up / spin down) (eV): -8.6 / -8.6
2S+1: 1

Geometry as XYZ:
```
11
C3H5N3 (the ωB97M-V functional and the def2-TZVPD basis)
C 2.223 0.470 -0.539
C -0.533 0.135 -0.308
C -1.955 -0.237 0.051
N -0.229 0.684 -1.382
N 0.335 -0.233 0.694
N 1.617 -0.027 0.458
H 3.273 0.563 -0.704
H -2.594 -0.161 -0.822
H -1.946 -1.252 0.434
H -2.311 0.432 0.830
H 2.120 -0.373 1.288
```

***

Version Q
Formula: C3H5N3
Source: OMol25
Level of theory: the ωB97M-V functional and the def2-TZVPD basis

Orbital gap (eV): 10.80
Total charge: 0
Lowest unoccupied orbital energy (eV): 0.91
HOMO (eV): -9.9
2S+1: 1
SMILES: Cn1cncn1

Geometry as XYZ:
```
11
C3H5N3 (the ωB97M-V functional and the def2-TZVPD basis)
C 1.270 0.322 0.964
N 0.094 0.173 0.130
C -1.057 -0.483 0.376
N -1.752 -0.626 -0.733
C -0.948 -0.037 -1.654
N 0.176 0.462 -1.183
H 2.100 0.557 0.297
H 1.154 1.139 1.680
H 1.472 -0.616 1.489
H -1.345 -0.875 1.344
H -1.165 -0.015 -2.711
```

***

Verdict on stability: version P comes out at the bottom.

***

Version P
Formula: C32H56N8
Source: OMol25
Level of theory: the ωB97M-V functional and the def2-TZVPD basis

Orbital gap (eV): 11.04
Total charge: 0
Lowest unoccupied orbital energy (eV): -0.16
HOMO (eV): -11.2
2S+1: 1
SMILES: CCCC#N.CCCC#N.CCCC#N.CCCC#N.CCCC#N.CCCC#N.CCCC#N.CCCC#N

Geometry as XYZ:
```
96
C32H56N8 (the ωB97M-V functional and the def2-TZVPD basis)
C 6.772 1.365 8.771
C 5.845 1.187 7.569
C 4.739 2.322 7.375
C 4.074 2.552 8.694
N 3.579 2.705 9.743
H 7.199 2.367 8.747
H 7.628 0.691 8.751
H 6.331 1.178 9.750
H 5.520 0.149 7.512
H 6.487 1.294 6.695
H 4.045 2.022 6.589
H 5.189 3.275 7.096
C 3.604 -4.299 2.517
C 4.602 -5.470 2.476
C 4.273 -6.451 1.366
C 4.509 -5.916 0.038
N 4.666 -5.523 -1.026
H 3.705 -3.521 3.273
H 2.576 -4.661 2.546
H 3.734 -3.884 1.517
H 4.564 -6.021 3.416
H 5.635 -5.126 2.424
H 3.212 -6.701 1.379
H 4.772 -7.418 1.434
C -6.123 1.329 -0.899
C -7.271 1.266 -1.853
C -8.597 1.024 -1.105
C -8.553 -0.270 -0.361
N -8.518 -1.271 0.229
H -5.876 0.357 -0.472
H -6.290 2.008 -0.063
H -5.187 1.679 -1.335
H -7.060 0.411 -2.496
H -7.294 2.201 -2.412
H -9.500 0.996 -1.715
H -8.756 1.867 -0.433
C -2.542 5.100 -4.638
C -2.163 4.895 -6.078
C -0.762 5.479 -6.449
C 0.403 4.721 -5.871
N 1.273 4.130 -5.420
H -2.484 6.159 -4.388
H -1.853 4.563 -3.985
H -3.576 4.762 -4.560
H -2.965 5.315 -6.686
H -2.194 3.841 -6.351
H -0.766 6.551 -6.254
H -0.651 5.416 -7.532
C 5.401 6.686 1.350
C 4.988 7.004 2.822
C 6.164 7.489 3.686
C 7.029 6.428 4.228
N 7.662 5.580 4.613
H 4.558 6.385 0.728
H 6.128 5.874 1.336
H 5.955 7.477 0.846
H 4.554 6.086 3.217
H 4.173 7.726 2.871
H 5.852 7.899 4.646
H 6.805 8.252 3.244
C -0.159 -0.470 -0.126
C -0.081 1.045 -0.459
C 1.264 1.700 -0.476
C 2.056 1.499 0.756
N 2.722 1.339 1.690
H -1.194 -0.808 -0.163
H 0.252 -0.664 0.865
H 0.473 -1.003 -0.836
H -0.584 1.700 0.251
H -0.561 1.188 -1.427
H 1.122 2.729 -0.807
H 1.840 1.244 -1.282
C -1.996 -7.105 0.017
C -3.312 -7.886 0.023
C -4.447 -7.222 0.856
C -5.727 -7.937 0.934
N -6.715 -8.561 0.973
H -1.629 -6.934 1.029
H -2.118 -6.110 -0.410
H -1.202 -7.564 -0.572
H -3.099 -8.899 0.367
H -3.651 -8.069 -0.996
H -4.573 -6.275 0.331
H -4.055 -7.132 1.869
C -3.082 -1.780 -5.142
C -3.442 -1.971 -6.629
C -4.408 -3.186 -6.872
C -3.962 -4.394 -6.161
N -3.625 -5.312 -5.650
H -2.594 -0.806 -5.122
H -2.484 -2.573 -4.692
H -3.978 -1.632 -4.539
H -2.558 -2.190 -7.227
H -3.884 -1.053 -7.017
H -4.412 -3.469 -7.925
H -5.423 -2.972 -6.540
```

***

Version Q
Formula: C32H56N8
Source: OMol25
Level of theory: the ωB97M-V functional and the def2-TZVPD basis

Orbital gap (eV): 11.74
Total charge: 0
Lowest unoccupied orbital energy (eV): 0.47
HOMO (eV): -11.3
2S+1: 1
SMILES: CCCC#N.CCCC#N.CCCC#N.CCCC#N.CCCC#N.CCCC#N.CCCC#N.CCCC#N

Geometry as XYZ:
```
96
C32H56N8 (the ωB97M-V functional and the def2-TZVPD basis)
C -13.836 0.061 10.352
C -13.829 -1.339 10.940
C -13.125 -2.383 9.980
C -12.914 -3.753 10.415
N -12.705 -4.848 10.618
H -14.680 0.044 9.683
H -12.921 0.325 9.785
H -14.073 0.861 11.053
H -14.855 -1.663 11.142
H -13.340 -1.384 11.924
H -12.089 -2.005 9.876
H -13.635 -2.433 9.058
C -23.865 -3.782 10.344
C -23.069 -4.822 11.117
C -21.997 -4.249 12.073
C -21.195 -5.384 12.517
N -20.637 -6.304 12.884
H -23.271 -3.043 9.797
H -24.408 -3.181 11.045
H -24.606 -4.236 9.690
H -22.557 -5.467 10.370
H -23.718 -5.512 11.665
H -22.493 -3.909 13.031
H -21.435 -3.428 11.680
C -21.089 -8.190 9.563
C -20.055 -9.242 10.036
C -20.379 -9.879 11.409
C -21.561 -10.754 11.380
N -22.439 -11.492 11.397
H -21.057 -8.093 8.481
H -20.852 -7.178 9.987
H -22.086 -8.466 9.857
H -19.053 -8.864 10.118
H -20.028 -10.057 9.335
H -20.580 -9.179 12.232
H -19.494 -10.532 11.661
C -17.424 -3.781 16.149
C -18.241 -5.052 15.883
C -19.739 -4.926 16.323
C -20.419 -3.862 15.612
N -21.031 -3.020 15.124
H -16.391 -3.963 15.995
H -17.431 -3.441 17.183
H -17.683 -2.945 15.495
H -17.834 -5.852 16.483
H -18.246 -5.357 14.838
H -19.772 -4.646 17.380
H -20.355 -5.832 16.206
C -16.282 -10.704 7.751
C -15.460 -10.307 6.543
C -14.196 -9.451 6.975
C -14.705 -8.157 7.414
N -15.175 -7.111 7.552
H -17.056 -11.367 7.379
H -16.739 -9.849 8.246
H -15.709 -11.242 8.513
H -16.128 -9.755 5.878
H -15.207 -11.286 6.167
H -13.477 -9.369 6.143
H -13.632 -10.070 7.725
C -17.520 -3.341 5.755
C -18.598 -2.248 5.549
C -19.971 -2.539 6.136
C -20.977 -1.501 5.953
N -21.806 -0.714 5.875
H -16.571 -2.923 5.411
H -17.674 -4.260 5.209
H -17.432 -3.675 6.781
H -18.669 -2.014 4.501
H -18.262 -1.290 5.987
H -19.865 -2.588 7.190
H -20.431 -3.522 5.855
C -16.744 -5.045 12.206
C -16.457 -4.724 10.686
C -17.339 -5.481 9.711
C -18.700 -4.773 9.475
N -19.652 -4.205 9.193
H -16.691 -6.097 12.348
H -17.675 -4.661 12.582
H -16.119 -4.415 12.863
H -15.432 -5.079 10.375
H -16.545 -3.632 10.522
H -17.494 -6.483 10.032
H -16.822 -5.562 8.769
C -18.908 -1.142 10.143
C -19.552 -0.536 11.381
C -19.346 -1.391 12.643
C -17.941 -1.740 12.965
N -16.885 -2.045 13.256
H -19.222 -2.131 9.879
H -17.820 -1.205 10.216
H -19.050 -0.373 9.404
H -20.639 -0.356 11.320
H -19.124 0.437 11.550
H -19.952 -2.300 12.672
H -19.646 -0.833 13.585
```

***

Verdict on stability: version P comes out at the bottom.

***

Version P
Formula: C6H9O3P
Source: OMol25
Level of theory: the ωB97M-V functional and the def2-TZVPD basis

Orbital gap (eV): 9.88
Total charge: 0
Lowest unoccupied orbital energy (eV): 0.46
HOMO (eV): -9.4
2S+1: 1
SMILES: CC1=C=CO[P@](C)(=O)OC1

Geometry as XYZ:
```
19
C6H9O3P (the ωB97M-V functional and the def2-TZVPD basis)
C 0.610 2.157 -1.966
C 0.620 1.256 -0.791
C 1.543 0.421 -0.523
C 1.767 -0.778 -0.125
O 0.741 -1.709 -0.208
P -0.728 -1.351 0.332
C -1.020 -2.287 1.830
O -1.804 -1.569 -0.662
O -0.678 0.156 0.912
C -0.466 1.365 0.268
H -0.339 2.150 -2.558
H 1.508 1.876 -2.537
H 0.745 3.194 -1.545
H 2.642 -1.018 0.446
H -0.598 -3.332 1.877
H -0.871 -1.786 2.805
H -2.108 -2.536 1.742
H -0.130 2.053 0.994
H -1.436 1.737 -0.291
```

***

Version Q
Formula: C6H9O3P
Source: OMol25
Level of theory: the ωB97M-V functional and the def2-TZVPD basis

Orbital gap (eV): 8.64
Total charge: 0
Lowest unoccupied orbital energy (eV): 0.43
HOMO (eV): -8.2
2S+1: 1
SMILES: C/C=C/[C@@H](O)P(O)C#CO

Geometry as XYZ:
```
19
C6H9O3P (the ωB97M-V functional and the def2-TZVPD basis)
C -2.282 0.714 0.513
C -1.142 -0.211 0.344
C -0.150 -0.123 -0.494
C 0.806 -1.288 -0.771
O 1.476 -1.091 -1.928
P 1.929 -1.140 0.747
O 3.256 -2.017 0.327
C 2.463 0.475 0.274
C 2.698 1.672 0.318
O 2.959 2.918 0.037
H -3.126 0.314 -0.103
H -2.109 1.954 0.413
H -2.676 0.762 1.519
H -1.128 -1.124 0.891
H -0.091 0.667 -1.166
H 0.248 -2.253 -0.720
H 2.300 -1.551 -1.975
H 3.313 -2.951 0.655
H 3.405 3.396 0.808
```

***

Verdict on stability: version Q comes out at the bottom.

***

Version P
Formula: C4H15NO3
Source: OMol25
Level of theory: the ωB97M-V functional and the def2-TZVPD basis

Orbital gap (eV): 8.01
Total charge: 0
Lowest unoccupied orbital energy (eV): 0.29
HOMO (eV): -7.7
2S+1: 1
SMILES: C=CNCC.O.O.O

Geometry as XYZ:
```
23
C4H15NO3 (the ωB97M-V functional and the def2-TZVPD basis)
C 1.498 1.460 1.945
C 0.838 0.631 1.122
N 1.504 -0.330 0.379
C 0.741 -1.467 -0.125
C 1.329 -2.041 -1.448
H 0.984 1.919 2.792
H 2.569 1.464 1.887
H -0.224 0.578 1.133
H 2.464 -0.523 0.545
H 0.975 -2.214 0.631
H -0.379 -1.245 -0.288
H 2.451 -2.211 -1.232
H 0.828 -2.990 -1.568
H 1.536 -1.258 -2.205
O -1.276 3.200 -1.761
H -1.177 2.321 -2.167
H -0.515 3.236 -1.168
O -2.178 -0.592 1.277
H -2.064 -1.541 1.173
H -3.057 -0.438 1.632
O -2.373 0.542 -1.232
H -2.114 0.055 -0.432
H -2.359 1.446 -0.891
```

***

Version Q
Formula: C4H15NO3
Source: OMol25
Level of theory: the ωB97M-V functional and the def2-TZVPD basis

Orbital gap (eV): 8.59
Total charge: 0
Lowest unoccupied orbital energy (eV): 0.55
HOMO (eV): -8.0
2S+1: 1
SMILES: CC(C)=CN.O.O.O

Geometry as XYZ:
```
23
C4H15NO3 (the ωB97M-V functional and the def2-TZVPD basis)
C 1.151 -1.997 -1.835
C 1.201 -1.176 -0.581
C 1.341 0.334 -0.815
C 1.475 -1.692 0.614
N 1.652 -3.059 0.931
H 1.821 -1.646 -2.610
H 1.300 -3.062 -1.697
H 0.153 -1.932 -2.293
H 0.611 0.958 -0.301
H 2.359 0.605 -0.499
H 1.346 0.536 -1.886
H 1.669 -1.111 1.503
H 1.380 -3.278 1.877
H 1.279 -3.692 0.240
O -4.146 4.527 -1.157
H -4.168 5.487 -1.102
H -3.455 4.239 -0.554
O -0.575 2.926 1.241
H -1.142 2.166 1.427
H 0.074 2.880 1.951
O -1.719 -0.386 2.132
H -2.544 -0.763 1.805
H -1.061 -0.862 1.608
```

***

Verdict on stability: version P comes out at the bottom.